Entry from OMol25: a 3-piece molecular cluster, C2H8N2O2 overall (the ωB97M-V functional and the def2-TZVPD basis).

Atoms and positions in Å:
C: 1.078 -0.518 -1.467
N: 0.916 -1.638 -0.725
O: 0.057 -1.094 1.030
H: -0.702 -1.633 0.773
H: 1.708 -1.810 -0.112
H: 0.461 0.309 -0.724
H: 0.503 -0.508 -2.394
H: 2.062 -0.044 -1.518
C: -1.464 1.091 0.822
N: -0.025 0.892 0.489
O: 0.775 1.483 1.164
H: -1.612 0.988 1.893
H: -2.056 0.372 0.263
H: -1.702 2.109 0.506

The highest occupied orbital energy (alpha / beta) comes out at -8.71 / -8.71 eV. The orbital gap (alpha / beta) comes out at 0.3169 / 0.3169 Eh. Its energy above the lowest of the compared OMol25 structures with the same formula, charge and spin is 769.1 kJ/mol. The molar mass comes out at 92.1 g/mol. As for the charge: 0.